No. 1
Formula: C29H50N9O4PReSe
Source: OMol25
Level of theory: ωB97M-V/def2-TZVPD

Structure (XYZ):
```
95
Properties=species:S:1:pos:R:3
Re -0.24 0.04 0.08
N 1.31 -0.74 -1.31
C 2.31 -1.75 -0.82
C 2.18 -3.16 -1.44
C 3.01 -3.25 -2.73
C 2.49 -3.99 -3.93
N 1.05 -4.06 -3.97
C 0.34 -4.08 -5.14
N 0.76 -4.55 -6.32
N -0.97 -3.62 -5.08
C 2.17 -1.66 0.71
O 3.09 -1.70 1.50
O 0.88 -1.41 0.95
H 0.76 -1.28 -1.98
H 1.64 0.01 -1.93
H 3.33 -1.31 -1.10
H 1.13 -3.50 -1.55
H 2.60 -3.79 -0.64
H 4.00 -3.55 -2.39
H 3.08 -2.20 -3.05
H 2.89 -5.02 -3.89
H 2.78 -3.60 -4.89
H 0.52 -3.70 -3.18
H 1.62 -5.10 -6.32
H 0.14 -4.62 -7.10
H -1.22 -3.14 -4.16
H -1.29 -3.28 -5.98
C -2.87 -4.65 -1.93
N -2.61 -3.59 -0.91
C -3.47 -3.52 0.28
C -3.38 -2.51 1.13
C -2.36 -1.54 0.87
O -2.01 -0.52 1.59
N -1.62 -1.59 -0.29
C -1.66 -2.63 -1.17
O -0.90 -2.71 -2.12
H -3.06 -4.06 -2.86
H -3.62 -5.38 -1.57
H -2.03 -5.33 -2.10
H -4.10 -4.39 0.45
H -4.01 -2.30 1.99
C -0.87 4.17 1.11
C -1.06 3.51 2.44
C -1.09 4.51 3.58
C -2.39 2.75 2.56
P 0.43 2.21 2.64
N 0.17 1.31 1.26
C 0.47 1.20 4.20
C 1.35 -0.06 4.08
C 0.86 2.01 5.38
C -0.95 0.63 4.51
C 2.13 3.12 2.63
C 2.46 3.55 1.17
C 1.93 4.44 3.49
C 3.32 2.32 3.16
H -1.77 4.69 0.83
H -0.57 3.44 0.37
H 0.02 4.81 1.05
H -2.07 5.02 3.53
H -0.22 5.26 3.54
H -0.99 4.00 4.56
H -3.14 3.27 1.88
H -2.69 2.70 3.59
H -2.28 1.74 2.21
H 1.63 -0.37 3.09
H 0.80 -0.93 4.52
H 2.33 -0.05 4.60
H 1.90 2.42 5.23
H 0.89 1.37 6.27
H 0.09 2.77 5.60
H -1.34 0.08 3.64
H -1.75 1.32 4.78
H -0.87 -0.05 5.39
H 1.65 3.41 0.41
H 3.41 3.06 0.89
H 2.58 4.63 1.13
H 1.38 5.19 2.94
H 2.92 4.84 3.55
H 1.51 4.28 4.45
H 3.45 1.32 2.74
H 3.39 2.40 4.24
H 4.23 2.82 2.83
Se -5.25 1.01 -2.35
N -0.86 1.19 -1.19
C -1.26 1.21 -2.46
C -0.31 1.49 -3.46
C -0.47 1.09 -4.78
C -1.76 0.67 -5.17
C -2.85 0.69 -4.23
C -2.62 0.94 -2.83
N -3.59 1.10 -1.87
H 0.61 1.95 -3.15
H 0.34 1.16 -5.53
H -1.97 0.42 -6.21
H -3.91 0.69 -4.56
```

## Properties
Charge: +2
HOMO level (alpha / beta): -11.89 / -12.68 eV
Energy: -4749.31694 Eh
HOMO-LUMO gap (alpha / beta): 6.282 / 6.638 eV
LUMO energy (alpha / beta): -5.61 / -6.04 eV
2S+1: 4
⟨S²⟩: 3.85

---

No. 2
Formula: C14H18F6IrN4O7S2
Source: OMol25
Level of theory: ωB97M-V/def2-TZVPD

Structure (XYZ):
```
52
Properties=species:S:1:pos:R:3
Ir -0.07 -0.17 0.10
O 1.01 -2.05 -0.44
C 0.70 -3.29 0.22
C 0.57 -3.16 1.73
C -0.41 -2.06 2.18
C -1.67 -2.08 1.36
C -2.76 -2.88 1.67
C -3.84 -2.93 0.80
C -3.79 -2.21 -0.39
C -2.69 -1.42 -0.64
N -1.66 -1.35 0.23
H 1.98 -1.88 -0.40
H 1.49 -4.00 -0.04
H -0.22 -3.65 -0.23
H 1.54 -2.98 2.18
H 0.22 -4.13 2.10
H 0.08 -1.07 2.16
H -0.66 -2.18 3.23
H -2.75 -3.44 2.59
H -4.70 -3.55 1.03
H -4.59 -2.24 -1.11
H -2.59 -0.85 -1.55
F 6.21 0.29 -1.29
C 5.15 0.72 -1.96
F 5.03 0.05 -3.10
F 5.25 2.01 -2.21
S 3.62 0.38 -0.98
O 2.52 0.80 -1.84
O 3.63 -1.03 -0.67
N 3.86 1.34 0.22
S 2.83 1.51 1.40
O 3.46 1.64 2.67
O 1.68 0.58 1.36
C 2.09 3.17 1.04
F 3.05 4.03 0.75
F 1.40 3.58 2.09
F 1.27 3.07 -0.01
C -1.96 2.55 -2.52
C -1.48 1.74 -1.37
N -0.72 0.70 -1.52
O -0.35 0.34 -2.79
C -1.81 2.05 0.00
C -2.74 3.12 0.45
N -1.20 1.24 0.85
O -1.34 1.23 2.08
H -1.25 2.51 -3.34
H -2.12 3.58 -2.21
H -2.92 2.16 -2.88
H 0.58 0.06 -2.70
H -3.70 3.05 -0.05
H -2.32 4.11 0.25
H -2.89 3.02 1.52
```

## Properties
Charge: +1
HOMO level (alpha / beta): -11.99 / -11.99 eV
Energy: -2789.54468 Eh
HOMO-LUMO gap (alpha / beta): 7.689 / 7.688 eV
LUMO energy (alpha / beta): -4.31 / -4.31 eV
2S+1: 1

---

No. 3
Formula: C5H10O
Source: OMol25
Level of theory: ωB97M-V/def2-TZVPD

Structure (XYZ):
```
16
Properties=species:S:1:pos:R:3
C 1.84 0.01 0.56
C 0.69 0.64 -0.23
C -0.13 -0.29 -1.16
C -1.51 -0.40 -0.47
C -1.20 0.14 0.92
O -0.26 1.17 0.70
H 2.42 0.80 1.05
H 2.51 -0.58 -0.06
H 1.45 -0.64 1.36
H 1.08 1.49 -0.79
H -0.23 0.17 -2.15
H 0.33 -1.27 -1.30
H -1.91 -1.42 -0.46
H -2.24 0.25 -0.96
H -0.77 -0.66 1.55
H -2.06 0.57 1.45
```

## Properties
Charge: 0
HOMO level: -9.68 eV
Energy: -271.73739 Eh
HOMO-LUMO gap: 10.799 eV
LUMO energy: 1.12 eV
2S+1: 1
Structure (SMILES): C[C@H]1CCCO1

---

No. 4
Formula: C4H12S2
Source: OMol25
Level of theory: ωB97M-V/def2-TZVPD

Structure (XYZ):
```
18
Properties=species:S:1:pos:R:3
C 1.46 -1.70 0.45
C 2.34 -0.46 0.28
S 2.35 0.18 2.03
H 1.84 -2.29 1.30
H 1.39 -2.36 -0.44
H 0.45 -1.33 0.69
H 3.41 -0.65 0.05
H 1.96 0.27 -0.46
H 3.68 0.28 2.26
C -1.49 1.71 -1.04
C -2.22 0.70 -0.10
S -2.64 -0.84 -1.05
H -2.16 2.40 -1.57
H -0.94 1.11 -1.78
H -0.76 2.30 -0.46
H -1.53 0.44 0.72
H -3.17 1.05 0.36
H -3.98 -0.79 -1.24
```

## Properties
Charge: 0
HOMO level: -9.04 eV
Energy: -955.93876 Eh
HOMO-LUMO gap: 9.863 eV
LUMO energy: 0.83 eV
2S+1: 1
Structure (SMILES): CCS.CCS

---

So what do the calculations give for relative energy (zero: lowest compared OMol25 entry of this formula, charge and spin)? Going down the list: 0.00, 29.25, 39.98, 67.46 kJ/mol.